Record 1
Molecular formula: C13H37N3NaO4
Method: DFT, wB97M-V/def2-TZVPD

Last column: Löwdin charge in e.
Atoms and positions in Å:
Na -0.267 -0.193 0.395  0.3590
O 1.094 -1.002 2.296  -0.2375
O -2.440 0.839 -0.238  -0.2397
O 3.345 0.879 -1.943  -0.2006
O -1.816 -1.189 2.477  -0.1422
N 1.352 -1.025 -1.461  0.0593
N -2.068 -1.925 -0.769  0.0574
N 1.194 1.735 1.091  0.0572
C 1.641 0.172 2.945  -0.1398
C 2.076 -1.962 1.997  -0.1016
C -2.726 1.775 0.801  -0.0629
C -3.026 -1.096 -1.538  -0.4111
C 2.063 1.058 -2.515  -0.2065
C 2.273 1.061 1.881  -0.3965
C 0.153 -0.300 -3.469  -0.0486
C -3.549 0.109 -0.771  -0.1599
C -4.090 -1.920 -2.254  -0.0442
C 1.496 -0.333 -2.754  -0.4148
C 3.148 2.133 2.549  -0.0469
C -3.058 -1.349 3.175  -0.1115
C 4.070 2.092 -1.825  -0.0832
H -1.374 -2.040 2.426  0.0765
H -2.532 -2.246 0.081  0.0726
H 2.305 -1.069 -1.095  0.0785
H 2.893 0.488 1.193  0.1259
H 5.128 1.857 -1.719  0.0945
H 2.910 -1.607 1.384  0.0847
H 3.733 2.588 -0.909  0.0743
H -1.835 -2.762 -1.293  0.0837
H 1.677 2.311 0.395  0.0716
H 0.906 2.500 1.709  0.0852
H 3.767 2.673 1.826  0.0764
H 1.074 -1.978 -1.682  0.0862
H -4.476 -2.714 -1.610  0.0835
H -5.015 -1.394 -2.516  0.0831
H -0.475 0.484 -3.031  0.0799
H -3.384 1.377 1.573  0.0831
H 3.984 2.718 -2.715  0.0944
H -0.347 -1.265 -3.435  0.0742
H -1.753 2.080 1.176  0.0778
H -3.668 -2.266 -3.195  0.0810
H -3.689 -0.469 3.092  0.0725
H 1.449 1.619 -1.799  0.1175
H -4.189 -0.165 0.078  0.1318
H -4.130 0.802 -1.381  0.1369
H -3.646 -2.148 2.713  0.0829
H 2.133 1.609 -3.457  0.1354
H 2.498 2.854 3.050  0.0862
H -2.359 -0.682 -2.299  0.1065
H -3.210 2.634 0.328  0.0985
H 2.322 -0.189 3.716  0.1340
H 1.600 -2.770 1.438  0.0950
H -2.816 -1.595 4.207  0.0869
H 2.490 -2.438 2.891  0.0998
H 0.796 0.654 3.436  0.1391
H 0.245 0.021 -4.509  0.0896
H 2.236 -0.813 -3.408  0.1477
H 3.889 1.782 3.271  0.0874

Calculated total energy: -1144.854198 a.u.
LUMO level: -0.080 Eh
Total charge: +1
Largest force on an atom: 1.4 eV/Å
Energy above the lowest of the compared OMol25 structures with the same formula, charge and spin: 0.0 kcal/mol

=====

Record 2
Molecular formula: C13H38N10O19Si
Method: DFT, wB97M-V/def2-TZVPD

Last column: Löwdin charge in e.
Atoms and positions in Å:
Si 0.558 -0.092 -0.055  0.6964
O 1.613 -4.053 4.767  0.0683
O -5.479 1.097 -4.745  0.0528
O -1.349 -8.199 -2.563  0.0942
O 0.495 8.892 3.017  0.0490
O -1.698 2.682 -2.677  0.0732
O -6.000 -0.968 -5.098  0.0685
O -3.237 1.552 -1.667  0.0438
O -1.768 -6.923 -0.876  0.0212
O 3.705 -6.229 2.316  0.0587
O 3.778 -2.307 -0.151  -0.1695
O 3.837 -7.532 0.600  0.0726
O 1.929 -1.980 4.263  0.0475
O -0.294 -2.704 -2.386  0.0067
O -1.722 6.560 0.526  0.0673
O 3.429 6.488 -0.328  0.0575
O -0.941 4.724 1.347  0.0394
O -1.776 -4.019 -3.244  0.0673
O 0.131 10.198 4.697  0.0770
O 3.110 4.424 0.213  0.0771
N -1.170 -3.545 -2.307  -0.4349
N -2.497 1.775 -2.607  -0.4439
N 2.312 -3.119 4.437  -0.4490
N -2.093 -7.715 -1.746  -0.4261
N -6.004 0.047 -4.434  -0.4520
N -0.091 2.006 1.637  -0.0631
N -0.830 5.880 0.988  -0.4251
N 3.673 -6.451 1.121  -0.4449
N -0.224 9.407 3.850  -0.4448
N 3.809 5.349 -0.138  -0.4429
C 1.701 -1.279 0.912  -0.2524
C -1.535 -4.037 -0.954  0.0497
C 3.761 -3.383 4.222  0.0445
C -2.576 0.857 -3.773  0.0406
C 3.300 -1.247 -1.238  -0.0721
C -0.680 0.729 1.156  -0.3867
C -6.711 -0.005 -3.126  0.0466
C 2.351 -2.129 -0.239  -0.3502
C 0.513 6.500 1.133  0.0367
C 3.410 -5.299 0.216  0.0436
C -3.522 -8.119 -1.811  0.0540
C 5.255 5.077 -0.356  0.0478
C -1.663 9.027 3.818  0.0500
H -6.630 0.965 -2.649  0.0961
H -0.108 2.038 2.647  0.0552
H 3.991 -3.125 3.191  0.0916
H 0.774 6.470 2.185  0.0959
H -0.937 0.049 1.984  0.0666
H 5.445 4.029 -0.151  0.0956
H -0.142 -0.860 -1.103  -0.0397
H -1.353 -5.115 -0.939  0.0566
H -0.629 2.787 1.278  0.0132
H -0.919 -3.528 -0.219  0.0874
H 2.699 -1.732 -2.093  0.0772
H 4.251 -1.482 -1.743  0.1160
H 4.313 -2.755 4.916  0.1000
H 3.954 -4.433 4.410  0.0856
H 1.737 -2.922 -0.690  0.1119
H -2.852 1.449 -4.640  0.0969
H -6.232 -0.774 -2.526  0.0999
H 3.284 -4.396 0.798  0.0638
H -2.053 9.307 2.843  0.1030
H 5.814 5.714 0.323  0.1004
H -3.326 0.103 -3.568  0.0762
H -1.592 0.945 0.571  0.0462
H 2.535 -0.783 1.414  0.0897
H -1.721 7.953 3.968  0.1007
H 1.208 5.918 0.538  0.0634
H 4.263 -5.205 -0.449  0.1083
H -3.563 -9.196 -1.675  0.1025
H -1.597 0.402 -3.901  0.1018
H 1.170 -2.026 1.521  0.0675
H 1.437 0.910 -0.678  -0.0162
H -2.587 -3.814 -0.797  0.1073
H -7.749 -0.254 -3.326  0.0994
H 2.504 -5.531 -0.338  0.1033
H -4.064 -7.608 -1.023  0.0952
H -2.179 9.558 4.609  0.0928
H 0.464 7.522 0.778  0.0891
H 5.479 5.316 -1.392  0.1007
H -3.898 -7.833 -2.789  0.1042

Calculated total energy: -2783.647976 a.u.
LUMO level: -0.011 Eh
Largest force on an atom: 5.0 eV/Å
SMILES string: NC[SiH2]C[C@H]1CO1.C[N+](=O)[O-].C[N+](=O)[O-].C[N+](=O)[O-].C[N+](=O)[O-].C[N+](=O)[O-].C[N+](=O)[O-].C[N+](=O)[O-].C[N+](=O)[O-].C[N+](=O)[O-]

=====

Record 3
Molecular formula: C13H39BHgO5
Method: DFT, wB97M-V/def2-TZVPD

Last column: Löwdin charge in e.
Atoms and positions in Å:
Hg -15.058 -0.644 -35.576  1.2214
O -14.498 -2.526 -37.124  -0.0976
O -13.866 -2.219 -34.075  -0.1408
O -12.817 0.173 -36.048  -0.0980
O -17.168 -1.758 -35.326  -0.1294
O -16.049 0.626 -37.308  -0.1205
C -18.166 -2.044 -36.248  -0.4709
C -18.691 -3.510 -35.880  -0.0141
C -13.752 -4.313 -32.945  -0.0490
C -17.141 2.670 -36.642  -0.0286
C -14.758 -3.877 -36.804  -0.4824
C -13.476 -4.645 -36.455  -0.0364
C -13.573 -2.007 -31.746  -0.0237
C -15.929 2.010 -37.294  -0.4943
C -15.744 2.449 -38.746  -0.0338
C -15.598 -4.508 -37.895  -0.0390
C -14.204 -2.872 -32.856  -0.4528
C -12.209 -0.104 -37.320  -0.1196
C -19.318 -1.089 -36.049  -0.0273
B -15.340 0.883 -33.774  -0.3941
H -14.775 1.196 -34.639  -0.0638
H -12.855 -4.131 -35.721  0.0620
H -16.480 -3.907 -38.116  0.0725
H -15.541 1.667 -33.060  0.0042
H -15.969 3.496 -38.948  0.0897
H -14.360 -4.902 -33.631  0.0779
H -18.998 -0.164 -36.528  0.0727
H -16.292 0.531 -34.139  -0.0611
H -13.866 -2.437 -30.788  0.0879
H -14.267 -2.586 -38.054  0.1041
H -15.288 -2.812 -32.766  0.1397
H -17.371 -2.096 -34.451  0.1106
H -19.475 -0.937 -34.981  0.1013
H -17.708 -1.977 -37.235  0.1269
H -15.030 2.332 -36.769  0.1378
H -15.401 -3.856 -35.925  0.1149
H -15.922 -5.542 -37.781  0.0994
H -11.467 -0.893 -37.202  0.0827
H -18.966 -3.400 -34.832  0.0796
H -19.676 -3.786 -36.256  0.0848
H -13.767 -5.604 -36.027  0.0886
H -13.779 -4.831 -31.987  0.0861
H -12.922 -2.053 -34.125  0.1031
H -20.195 -1.548 -36.505  0.0920
H -14.701 2.342 -39.043  0.0803
H -12.984 -0.327 -38.054  0.0844
H -11.638 0.702 -37.782  0.1012
H -12.666 -4.406 -32.951  0.0931
H -14.096 -1.052 -31.800  0.0684
H -15.043 -4.509 -38.833  0.0892
H -16.430 1.887 -39.381  0.0857
H -12.484 -1.994 -31.785  0.0941
H -17.928 -4.287 -35.925  0.0680
H -16.986 3.749 -36.657  0.0919
H -14.859 -0.003 -33.389  -0.0773
H -16.783 0.320 -37.847  0.1052
H -17.338 2.398 -35.605  0.0815
H -18.032 2.485 -37.242  0.0854
H -12.733 -4.889 -37.213  0.0863

2S+1: 2
Calculated total energy: -1072.677221 a.u.
LUMO level (alpha / beta): -0.121 / -0.217 Eh
Total charge: +1
Largest force on an atom: 5.0 eV/Å
Expectation value of S²: 0.75